No. 1
Molecular formula: C3H6N2O
Method: DFT, ωB97M-V with the def2-TZVPD basis set

Output
**Energy relative to the best compared isomer or geometry (same formula, charge and spin)**: 1.637 eV
**Multiplicity**: 1
**Gap between HOMO and LUMO**: 10.041 eV

Positions of all 12 atoms, in Å:
C: 0.238 -0.366 -1.269
C: 2.056 -0.434 1.394
O: 1.642 -1.266 2.046
N: -0.265 1.304 1.316
C: -1.078 0.605 0.628
N: -0.987 0.163 -0.681
H: 0.630 -1.232 -0.717
H: -0.003 -0.694 -2.282
H: 1.031 0.383 -1.348
H: 0.553 1.580 0.770
H: -2.013 0.307 1.113
H: -1.805 -0.350 -0.971

***

No. 2
Molecular formula: C3H6N2O
Method: DFT, ωB97M-V with the def2-TZVPD basis set

Output
**SMILES**: ON1C=NCC1
**Energy relative to the best compared isomer or geometry (same formula, charge and spin)**: 2.903 eV
**Multiplicity**: 1
**Gap between HOMO and LUMO**: 9.847 eV

Positions of all 12 atoms, in Å:
C: -0.030 -0.907 0.111
C: -1.391 -0.256 -0.005
C: 0.052 1.332 -0.014
H: 2.689 0.059 -0.524
H: 0.107 -1.747 -0.549
H: 0.190 -1.249 1.125
H: -2.176 -0.662 0.708
H: -1.797 -0.499 -0.995
H: 0.605 2.286 0.010
N: 0.821 0.201 -0.284
N: -1.212 1.196 0.168
O: 2.143 0.246 0.247

***

No. 3
Molecular formula: C3H6N2O
Method: DFT, ωB97M-V with the def2-TZVPD basis set

Output
**SMILES**: C/N=C\NC=O
**Energy relative to the best compared isomer or geometry (same formula, charge and spin)**: 1.408 eV
**Multiplicity**: 1
**Gap between HOMO and LUMO**: 10.514 eV

Positions of all 12 atoms, in Å:
C: -2.090 -0.338 -0.828
N: -1.206 0.670 -0.300
C: 0.009 0.628 0.027
N: 1.049 -0.333 0.088
C: 2.333 0.149 0.317
O: 3.343 -0.508 0.387
H: -3.098 -0.153 -0.439
H: -2.151 -0.211 -1.916
H: -1.867 -1.390 -0.617
H: 0.425 1.577 0.359
H: 0.946 -1.339 0.007
H: 2.325 1.250 0.421

***

No. 4
Molecular formula: C3H6N2O
Method: DFT, ωB97M-V with the def2-TZVPD basis set

Output
**Energy relative to the best compared isomer or geometry (same formula, charge and spin)**: 6.137 eV
**Multiplicity**: 1
**Gap between HOMO and LUMO**: 9.064 eV

Positions of all 12 atoms, in Å:
C: -1.391 -0.377 -0.164
C: 1.443 -0.625 -0.184
N: -0.191 0.395 -0.456
N: 0.900 0.750 1.027
C: 0.004 1.497 0.431
O: -0.573 2.553 0.547
H: -2.218 0.197 -0.594
H: -1.339 -1.349 -0.656
H: -1.574 -0.502 0.906
H: 0.890 -1.430 -0.662
H: 2.081 -0.093 -0.874
H: 1.967 -1.017 0.680

***

No. 5
Molecular formula: C3H6N2O
Method: DFT, ωB97M-V with the def2-TZVPD basis set

Output
**Energy relative to the best compared isomer or geometry (same formula, charge and spin)**: 4.699 eV
**Multiplicity**: 1
**Gap between HOMO and LUMO**: 10.179 eV

Positions of all 12 atoms, in Å:
N: -0.357 -1.624 -0.467
C: -0.597 -0.213 -0.338
C: -0.274 0.284 1.091
O: 1.097 0.592 0.930
C: 0.483 0.724 -0.847
N: 1.019 1.721 -1.239
H: -0.363 -1.921 -1.437
H: 0.551 -1.849 -0.069
H: -1.570 0.050 -0.768
H: -0.894 1.147 1.378
H: -0.429 -0.529 1.810
H: 1.334 1.617 -0.043

***

No. 6
Molecular formula: C3H6N2O
Method: DFT, ωB97M-V with the def2-TZVPD basis set

Output
**SMILES**: O=C1CCNN1
**Energy relative to the best compared isomer or geometry (same formula, charge and spin)**: 3.072 eV
**Multiplicity**: 1
**Gap between HOMO and LUMO**: 9.989 eV

Positions of all 12 atoms, in Å:
C: 0.552 -0.327 -0.635
C: -0.931 0.000 -0.889
C: -1.274 0.610 0.370
H: -1.495 -0.837 -1.133
H: -1.138 0.734 -1.690
H: -1.216 1.688 0.564
H: -2.360 0.268 0.550
H: -0.492 -0.605 2.019
H: 1.653 0.099 1.111
N: -0.309 0.349 1.562
N: 0.680 -0.087 0.667
O: 1.545 -0.610 -1.263

***

No. 7
Molecular formula: C3H6N2O
Method: DFT, ωB97M-V with the def2-TZVPD basis set

Output
**SMILES**: NC(=O)N1CC1
**Energy relative to the best compared isomer or geometry (same formula, charge and spin)**: 1.464 eV
**Multiplicity**: 1
**Gap between HOMO and LUMO**: 10.472 eV

Positions of all 12 atoms, in Å:
N: 2.010 0.286 -0.215
C: 1.040 -0.698 -0.160
O: 1.279 -1.890 -0.160
N: -0.234 -0.195 -0.171
C: -1.529 -0.551 0.255
C: -1.053 0.888 0.233
H: 1.720 1.204 -0.517
H: 2.887 -0.033 -0.599
H: -2.185 -0.920 -0.531
H: -1.673 -1.012 1.233
H: -1.391 1.550 -0.564
H: -0.872 1.372 1.195

***

No. 8
Molecular formula: C3H6N2O
Method: DFT, ωB97M-V with the def2-TZVPD basis set

Output
**SMILES**: C=C(O)/C=N/N
**Energy relative to the best compared isomer or geometry (same formula, charge and spin)**: 5.194 eV
**Multiplicity**: 1
**Gap between HOMO and LUMO**: 9.293 eV

Positions of all 12 atoms, in Å:
C: -0.328 -1.108 -0.095
N: 0.816 2.242 -0.045
C: -0.223 0.283 -0.349
C: 0.324 -2.186 0.244
O: -2.032 -0.677 0.139
N: 0.754 0.934 0.262
H: -2.138 -0.088 0.901
H: 1.527 2.724 0.495
H: 0.902 2.467 -1.036
H: -0.789 0.736 -1.175
H: -0.219 -3.087 0.515
H: 1.405 -2.240 0.143

***

No. 9
Molecular formula: C3H6N2O
Method: DFT, ωB97M-V with the def2-TZVPD basis set

Output
**Energy relative to the best compared isomer or geometry (same formula, charge and spin)**: 3.541 eV
**Multiplicity**: 1
**Gap between HOMO and LUMO**: 10.110 eV

Positions of all 12 atoms, in Å:
N: -1.543 -0.673 -0.461
C: -0.267 -1.134 -0.386
O: 0.169 -2.091 -0.999
C: 0.659 -0.270 0.465
C: 0.889 1.043 -0.127
N: 0.050 0.749 1.267
H: -2.224 -1.248 -0.932
H: -1.841 -0.016 0.247
H: 1.539 -0.826 0.797
H: 0.297 1.336 -0.982
H: 1.911 1.413 -0.036
H: 0.423 1.751 1.005

***

No. 10
Molecular formula: C3H6N2O
Method: DFT, ωB97M-V with the def2-TZVPD basis set

Output
**Energy relative to the best compared isomer or geometry (same formula, charge and spin)**: 3.674 eV
**Multiplicity**: 1
**Gap between HOMO and LUMO**: 9.215 eV

Positions of all 12 atoms, in Å:
O: -2.260 -1.200 -0.347
C: -1.203 -0.630 -0.216
N: 0.028 -0.958 -0.742
C: 0.941 0.172 -0.603
C: 0.312 0.986 0.510
N: -0.983 0.549 0.520
H: 0.016 -1.526 -1.575
H: 0.947 0.793 -1.510
H: 1.962 -0.139 -0.379
H: 1.034 0.040 1.705
H: 0.939 0.953 1.583
H: -1.732 0.961 1.054

***

No. 11
Molecular formula: C3H6N2O
Method: DFT, ωB97M-V with the def2-TZVPD basis set

Output
**SMILES**: c1c[nH]cn1.O
**Energy relative to the best compared isomer or geometry (same formula, charge and spin)**: 2.246 eV
**Multiplicity**: 1
**Gap between HOMO and LUMO**: 9.677 eV

Positions of all 12 atoms, in Å:
C: -0.414 2.172 1.604
C: 0.584 1.249 1.441
N: -0.070 -0.024 1.482
C: -1.455 0.283 1.530
N: -1.593 1.590 1.831
H: -0.502 3.126 1.473
H: 1.672 1.160 1.406
H: 0.512 -0.846 1.418
H: -2.214 -0.588 1.671
H: 1.236 -4.167 -5.512
H: 2.265 -2.980 -5.084
O: 2.048 -3.611 -5.752

***

No. 12
Molecular formula: C3H6N2O
Method: DFT, ωB97M-V with the def2-TZVPD basis set

Output
**SMILES**: N#C[C@@H](N)CO
**Energy relative to the best compared isomer or geometry (same formula, charge and spin)**: 1.310 eV
**Multiplicity**: 1
**Gap between HOMO and LUMO**: 11.162 eV

Positions of all 12 atoms, in Å:
N: 0.320 0.470 1.478
C: 0.492 -0.361 0.306
C: -0.892 -0.698 -0.267
O: -1.550 0.465 -0.715
C: 1.275 0.287 -0.783
N: 1.805 0.845 -1.648
H: 1.210 0.797 1.839
H: -0.248 1.275 1.228
H: 0.994 -1.293 0.588
H: -0.799 -1.458 -1.055
H: -1.496 -1.101 0.550
H: -1.112 0.774 -1.522

***

No. 13
Molecular formula: C3H6N2O
Method: DFT, ωB97M-V with the def2-TZVPD basis set

Output
**Energy relative to the best compared isomer or geometry (same formula, charge and spin)**: 4.873 eV
**Multiplicity**: 1
**Gap between HOMO and LUMO**: 9.133 eV

Positions of all 12 atoms, in Å:
C: -0.982 -1.693 -1.323
C: -2.127 -1.655 -0.680
C: 1.302 1.406 0.206
N: -0.658 0.370 0.948
N: -0.171 1.235 0.296
O: 0.009 -1.555 -1.953
H: -2.140 -0.690 -0.105
H: -2.755 -2.511 -0.514
H: 1.587 0.614 -0.436
H: 1.522 2.368 -0.402
H: 1.792 1.604 1.207
H: -0.748 1.715 -0.489

***

No. 14
Molecular formula: C3H6N2O
Method: DFT, ωB97M-V with the def2-TZVPD basis set

Output
**SMILES**: NC(=O)N1CC1
**Energy relative to the best compared isomer or geometry (same formula, charge and spin)**: 1.157 eV
**Multiplicity**: 1
**Gap between HOMO and LUMO**: 10.823 eV

Positions of all 12 atoms, in Å:
N: -0.264 -1.658 -1.243
C: -0.245 -0.330 -0.952
O: -0.857 0.514 -1.576
N: 0.574 -0.072 0.191
C: 0.628 1.324 0.599
C: -0.176 0.362 1.377
H: 0.429 -2.258 -0.826
H: -0.706 -1.943 -2.101
H: 1.600 1.643 0.966
H: 0.090 2.026 -0.033
H: 0.184 -0.038 2.321
H: -1.258 0.430 1.276

***

No. 15
Molecular formula: C3H6N2O
Method: DFT, ωB97M-V with the def2-TZVPD basis set

Output
**Energy relative to the best compared isomer or geometry (same formula, charge and spin)**: 3.411 eV
**Multiplicity**: 1
**Gap between HOMO and LUMO**: 10.872 eV

Positions of all 12 atoms, in Å:
N: -1.407 -0.636 0.808
C: -0.703 0.104 -0.210
C: 0.330 1.047 0.435
O: 1.352 0.058 0.381
C: 0.550 -0.534 -0.760
N: 1.261 -0.885 -1.721
H: -1.947 -1.391 0.398
H: -0.731 -1.051 1.446
H: -1.390 0.529 -0.941
H: 0.575 1.913 -0.191
H: 0.087 1.337 1.450
H: 2.023 -0.491 -1.097

***

No. 16
Molecular formula: C3H6N2O2
Method: DFT, ωB97M-V with the def2-TZVPD basis set

Output
**Energy relative to the best compared isomer or geometry (same formula, charge and spin)**: 10.559 eV
**Multiplicity**: 1
**Gap between HOMO and LUMO**: 8.679 eV

Positions of all 13 atoms, in Å:
C: 0.187 0.033 0.392
C: -0.366 1.342 0.079
C: -0.694 1.636 -1.108
H: -1.286 -1.477 -0.775
H: 1.180 -1.460 -0.061
H: -0.799 2.332 0.751
H: -0.853 2.681 -1.479
H: -0.422 0.914 -1.947
H: 0.662 -2.159 2.861
N: 0.784 -0.771 -0.666
N: 0.618 -0.242 1.580
O: -0.371 -1.291 -1.283
O: 1.359 -1.539 1.657

***

No. 17
Molecular formula: C3H6N2O2
Method: DFT, ωB97M-V with the def2-TZVPD basis set

Output
**Energy relative to the best compared isomer or geometry (same formula, charge and spin)**: 6.332 eV
**Multiplicity**: 1
**Gap between HOMO and LUMO (alpha / beta)**: 8.284 / 7.407 eV

Positions of all 13 atoms, in Å:
N: 1.241 -0.235 1.303
C: 0.020 -0.587 0.821
O: 0.066 -1.236 -0.338
C: -1.192 -0.070 1.229
O: -0.813 0.923 -0.664
C: -0.223 -0.095 -1.335
N: 0.841 0.703 -1.639
H: 1.956 -0.319 0.588
H: 1.286 0.632 1.822
H: -1.228 0.645 2.046
H: -2.111 -0.564 0.944
H: -0.778 -0.611 -2.125
H: 0.934 0.814 -2.653

***

No. 18
Molecular formula: C3H6N2O2
Method: DFT, ωB97M-V with the def2-TZVPD basis set

Output
**SMILES**: [H]/N=C/OCC(N)=O
**Energy relative to the best compared isomer or geometry (same formula, charge and spin)**: 2.038 eV
**Multiplicity**: 1
**Gap between HOMO and LUMO**: 10.628 eV

Positions of all 13 atoms, in Å:
N: 0.081 0.786 -1.727
C: 0.673 -0.128 -0.895
O: 1.038 -1.224 -1.272
C: 0.967 0.390 0.526
O: 0.596 -0.526 1.559
C: -0.712 -0.867 1.493
N: -1.360 -0.348 0.570
H: -0.233 0.449 -2.626
H: -0.393 1.591 -1.347
H: 0.462 1.350 0.686
H: 2.043 0.509 0.643
H: -0.977 -1.535 2.324
H: -2.185 -0.447 0.065

***

No. 19
Molecular formula: C3H6N2O2
Method: DFT, ωB97M-V with the def2-TZVPD basis set

Output
**Energy relative to the best compared isomer or geometry (same formula, charge and spin)**: 5.283 eV
**Multiplicity**: 1
**Gap between HOMO and LUMO**: 9.742 eV

Positions of all 13 atoms, in Å:
C: -1.806 0.986 0.767
C: -1.857 0.418 2.111
C: 0.296 -0.563 -2.149
N: -0.419 0.231 -1.190
N: -1.325 -0.297 -0.525
O: -1.814 2.080 0.363
O: -1.828 -1.391 -0.498
H: -2.613 0.829 2.766
H: -0.878 0.581 2.587
H: -1.932 -0.598 1.936
H: 1.314 -0.428 -1.866
H: 0.319 0.092 -3.082
H: 0.061 -1.553 -2.277

***

No. 20
Molecular formula: C3H6N2O2
Method: DFT, ωB97M-V with the def2-TZVPD basis set

Output
**SMILES**: [H]/N=C(/NC=O)OC
**Energy relative to the best compared isomer or geometry (same formula, charge and spin)**: 1.393 eV
**Multiplicity**: 1
**Gap between HOMO and LUMO**: 10.697 eV

Positions of all 13 atoms, in Å:
C: -1.801 0.081 -1.060
O: -1.220 -0.065 0.227
C: 0.129 -0.131 0.235
N: 0.938 -0.126 -0.741
N: 0.596 -0.190 1.542
C: 1.933 0.041 1.821
O: 2.379 0.129 2.940
H: -2.880 0.112 -0.914
H: -1.537 -0.766 -1.702
H: -1.461 1.013 -1.525
H: 0.484 -0.023 -1.640
H: -0.065 -0.213 2.307
H: 2.514 0.138 0.894